A | 18
Properties=species:S:1:pos:R:3 method="wB97M-V/def2-TZVPD" gap_ha=0.27075 charge=-1
C -1.0745 -1.7041 1.4115
N 0.0305 -0.8324 1.0743
C -0.0884 -0.2381 -0.2776
C -0.5848 1.1052 -0.5379
S -0.4161 2.3108 0.8017
C -0.0643 -1.1463 -1.4695
O 0.2198 -2.4603 -1.3565
H -1.9569 -1.2886 1.0136
H -1.4138 -1.7376 2.4916
H -0.9203 -2.6556 1.0399
H 0.2292 0.0670 1.6056
H 0.8950 -0.3591 -0.9959
H -1.6901 1.0794 -0.8227
H 0.0081 1.4300 -1.4303
H -0.2898 -0.8454 -2.5804
H 2.6692 2.8006 -0.6244
H 1.8051 2.3033 0.5935
O 2.6422 2.1712 0.0634



B | 18
Properties=species:S:1:pos:R:3 method="wB97M-V/def2-TZVPD" gap_ha=0.25233 charge=-1
C -0.8810 0.4013 -1.4648
C -0.3517 1.4701 -0.5620
S -1.4871 1.8657 0.8502
C -0.1704 -0.9915 -1.2968
N 0.3860 -1.5081 -0.2074
C 0.0049 -1.4189 1.1873
O -0.0279 -1.5893 -2.4182
H -1.9714 0.1407 -1.4002
H -0.7048 0.5187 -2.5676
H 0.7410 1.3312 -0.4009
H -0.5506 2.3135 -1.2600
H 0.9075 -2.4173 -0.5126
H -0.7692 -0.3760 1.2995
H 0.9538 -1.3687 1.5790
H -0.5434 -2.4119 1.7120
H 1.1400 1.9999 1.8378
H 1.5001 0.6898 1.5417
O 1.8242 1.3506 2.0830



Stability ranking, top and bottom: B is the most stable and A is the least stable.



A | 14
Properties=species:S:1:pos:R:3 method="wB97M-V/def2-TZVPD" smiles="CP(C)(=O)ON" gap_ha=0.36615 charge=0
C -0.6985 -0.6344 1.4360
P -0.2997 0.3146 -0.0401
C 0.9332 1.6318 0.3467
O -1.6694 0.8951 -0.8701
O 0.6247 -0.4701 -1.1192
N -0.0702 -1.6647 -1.5881
H 0.1912 -0.6833 1.9527
H -1.3853 -0.0096 2.0565
H -0.8567 -1.7019 1.2152
H 1.0281 2.3449 -0.4731
H 0.7531 2.2767 1.1595
H 1.8840 1.0419 0.3530
H 0.5279 -1.8725 -2.4381
H -0.9623 -1.4685 -1.9910



B | 14
Properties=species:S:1:pos:R:3 method="wB97M-V/def2-TZVPD" gap_ha=0.35280 charge=0
C 1.1888 -1.1828 0.1632
C 0.4655 0.0660 -0.0649
N 1.2695 1.1890 0.1448
O -2.0437 1.2205 -0.2154
O -1.8984 -1.2787 -0.2919
P -1.2975 -0.0673 0.2732
H 1.1754 -1.2733 1.1960
H 2.1613 -0.9561 -0.1346
H 0.5872 -2.0378 -0.1830
H -0.0295 0.1007 -1.6973
H 0.6746 1.9575 0.1238
H 2.1633 1.3096 -0.4614
H -2.8541 0.8653 -0.4448
H -1.5623 0.0873 1.5923



Stability ranking, top and bottom: A is the most stable and B is the least stable.



A | 15
Properties=species:S:1:pos:R:3 method="wB97M-V/def2-TZVPD" smiles=CCO.CO gap_ha=0.40931 charge=0
C 2.1055 0.0871 -0.6849
C 0.7891 -0.2584 -0.0065
O 1.1446 -0.3191 1.4362
H 2.5621 0.8835 -0.1199
H 2.0477 0.4319 -1.7861
H 2.7596 -0.7866 -0.7005
H 0.1612 0.6143 -0.2121
H 0.2604 -1.1527 -0.4140
H 2.0384 -0.5807 1.4949
C -2.2501 0.4572 0.3795
O -2.1175 -0.1892 -0.8398
H -1.6382 0.0774 1.1525
H -3.3302 0.2797 0.7559
H -2.0937 1.5776 0.3024
H -2.4390 -1.1220 -0.7575



B | 15
Properties=species:S:1:pos:R:3 method="wB97M-V/def2-TZVPD" smiles=CCO.CO gap_ha=0.39680 charge=0
C -1.2670 1.5835 1.2214
C -1.0974 0.9415 -0.1348
O -1.9176 1.5663 -1.1231
H -2.1478 1.1947 1.7253
H -0.4791 1.2212 1.8562
H -1.2565 2.6655 1.1492
H -1.2836 -0.1315 -0.1142
H -0.0383 0.9800 -0.4422
H -2.0431 0.9045 -1.8085
C 2.1979 -1.8852 -0.6213
O 0.8336 -1.8563 -0.1963
H 2.4299 -1.0373 -1.2766
H 2.8662 -1.8055 0.2361
H 2.3795 -2.7995 -1.1816
H 0.8232 -1.5419 0.7104



C | 15
Properties=species:S:1:pos:R:3 method="wB97M-V/def2-TZVPD" smiles=CCO.CO gap_ha=0.40557 charge=0
C -1.2906 0.6486 0.1745
C -0.0995 1.5273 -0.1604
O -0.4204 2.8718 0.2042
H -2.1114 1.0888 -0.3694
H -1.0884 -0.3596 -0.1857
H -1.4713 0.6548 1.2537
H 0.1628 1.4676 -1.2213
H 0.8398 1.2400 0.3349
H 0.3901 3.3912 0.1655
C 1.3897 -2.0429 -0.3167
O 0.2379 -2.7555 0.1423
H 1.2936 -1.0670 0.1361
H 2.2966 -2.5243 0.0630
H 1.4363 -2.0132 -1.4048
H 0.0603 -3.4929 -0.4642



Stability ranking, top and bottom: C is the most stable and A is the least stable.



A | 84
Properties=species:S:1:pos:R:3 method="wB97M-V/def2-TZVPD" gap_ha=0.25861 charge=0
Sc -0.3130 0.0870 -0.0202
O -5.1742 4.2387 -3.0184
C -5.2024 3.0077 -3.1965
O -5.8952 2.2704 -3.9172
C -4.2499 2.2432 -2.2706
C -4.1232 2.5794 -0.9233
C -3.2435 1.8948 -0.1163
N -2.4340 0.9256 -0.5793
C -2.5843 0.5982 -1.8823
C -3.4725 1.1865 -2.7436
C -1.6228 -0.4412 -2.3840
O -1.9804 -1.4006 -3.0199
O -0.3622 -0.2089 -2.0086
H -4.7039 3.4013 -0.5257
H -3.1756 2.1197 0.9386
H -3.5713 0.8395 -3.7633
C 0.8995 0.1126 1.9660
C 1.8478 1.2686 1.9206
C 1.8284 2.2764 2.8931
C 2.6025 3.4166 2.7871
C 3.4472 3.5846 1.6935
C 3.5416 2.5691 0.7462
C 2.7659 1.4312 0.8719
C 4.1937 4.8085 1.5253
N 4.7761 5.7899 1.3811
H 0.3606 0.1097 2.9171
H 1.4557 -0.8229 1.9130
H 1.1655 2.1661 3.7434
H 2.5427 4.1920 3.5408
H 4.2141 2.6849 -0.0950
H 2.8476 0.6662 0.1094
N 1.0521 2.1426 -2.5880
C 0.6734 2.8707 -1.5193
N 0.0902 2.3787 -0.4518
C -0.1465 3.3908 0.4880
C -0.7657 3.2277 1.7195
C -0.9319 4.3268 2.5421
C -0.4688 5.5850 2.1578
C 0.1594 5.7602 0.9354
C 0.3020 4.6537 0.1124
S 1.0197 4.5724 -1.4708
H 0.6222 1.2290 -2.6963
H 1.3107 2.6322 -3.4267
H -1.0836 2.2437 2.0461
H -1.4151 4.2047 3.5030
H -0.6007 6.4333 2.8164
H 0.5241 6.7324 0.6300
C -0.2328 -4.1651 -1.5232
C -1.6647 -3.8528 -1.0987
As -1.8002 -2.4092 0.2114
C -1.5442 -3.4331 1.8658
C -0.1652 -3.2453 2.5007
C -3.7289 -2.1110 0.2634
C -4.5613 -3.3892 0.2686
H -0.2202 -4.9973 -2.2301
H 0.3923 -4.4454 -0.6701
H 0.2154 -3.3021 -2.0150
H -2.1436 -4.7137 -0.6364
H -2.2492 -3.5447 -1.9624
H -1.7174 -4.4790 1.6169
H -2.3320 -3.1275 2.5546
H 0.6381 -3.4107 1.7780
H -0.0178 -3.9457 3.3244
H -0.0405 -2.2369 2.8925
H -3.9801 -1.4823 -0.5910
H -3.9083 -1.5150 1.1596
H -4.4609 -3.9331 -0.6705
H -5.6171 -3.1445 0.3931
H -4.2800 -4.0623 1.0814
C 4.8597 -1.9865 -0.6628
C 3.6296 -2.8968 -0.7717
C 3.5613 -3.5764 -2.1462
C 3.6289 -3.9431 0.3524
C 2.4275 -2.0525 -0.6027
N 1.4968 -1.3993 -0.4709
H 5.7554 -2.6019 -0.7520
H 4.8872 -1.4685 0.2971
H 4.8710 -1.2423 -1.4601
H 4.4441 -4.2048 -2.2697
H 3.5452 -2.8385 -2.9490
H 2.6727 -4.2027 -2.2326
H 4.5187 -4.5657 0.2496
H 2.7495 -4.5852 0.2910
H 3.6492 -3.4678 1.3341



B | 84
Properties=species:S:1:pos:R:3 method="wB97M-V/def2-TZVPD" gap_ha=0.27339 charge=0
Sc 1.0924 0.3064 -0.1472
O 0.0820 0.5978 7.0421
C 1.1852 0.6651 6.4743
O 2.3388 0.8209 6.8939
C 1.0900 0.5247 4.9279
C -0.1357 0.2570 4.3269
C -0.2056 0.1416 2.9565
N 0.8626 0.2866 2.1557
C 2.0546 0.5222 2.7395
C 2.2047 0.6485 4.1066
C 3.2438 0.5969 1.8014
O 4.3463 0.8757 2.1887
O 2.9281 0.3120 0.5461
H -1.0015 0.1494 4.9678
H -1.1432 -0.0831 2.4592
H 3.1753 0.8342 4.5466
C 1.1512 0.1989 -2.4318
C -0.1411 0.5890 -3.0013
C -0.5750 1.9275 -2.9968
C -1.8389 2.2839 -3.4213
C -2.7216 1.3100 -3.8903
C -2.2955 -0.0177 -3.9555
C -1.0340 -0.3649 -3.5191
C -4.0600 1.6585 -4.2655
N -5.1473 1.9333 -4.5235
H 1.9202 0.9522 -2.6386
H 1.4957 -0.7629 -2.8132
H 0.1061 2.7013 -2.6612
H -2.1503 3.3205 -3.3971
H -2.9625 -0.7716 -4.3557
H -0.7142 -1.3978 -3.5891
N -0.9982 2.8993 1.2106
C -0.0215 3.3410 0.3848
N 0.9810 2.6056 -0.0247
C 1.8693 3.3784 -0.7979
C 3.1019 2.9612 -1.2914
C 3.8432 3.8471 -2.0525
C 3.3829 5.1357 -2.3218
C 2.1747 5.5723 -1.8095
C 1.4377 4.6823 -1.0427
S -0.0689 4.9700 -0.2149
H -0.7570 2.1184 1.8061
H -1.5829 3.5940 1.6452
H 3.4865 1.9789 -1.0535
H 4.8054 3.5346 -2.4350
H 3.9831 5.8076 -2.9197
H 1.8232 6.5790 -1.9902
C -0.8885 -3.5467 -1.3384
C -0.3466 -3.6609 0.0811
As 1.2108 -2.5166 0.3770
C 2.6517 -3.5137 -0.5008
C 2.9820 -3.0354 -1.9086
C 1.6210 -2.8927 2.2518
C 1.7931 -4.3655 2.5989
H -1.7717 -4.1734 -1.4753
H -0.1472 -3.8669 -2.0731
H -1.1617 -2.5166 -1.5766
H -0.0687 -4.6892 0.3151
H -1.0977 -3.3548 0.8141
H 2.3807 -4.5713 -0.4911
H 3.5208 -3.3983 0.1501
H 2.1234 -3.1100 -2.5782
H 3.7871 -3.6343 -2.3360
H 3.3085 -1.9949 -1.9019
H 0.8296 -2.4377 2.8499
H 2.5329 -2.3332 2.4719
H 0.8779 -4.9335 2.4278
H 2.0512 -4.4742 3.6528
H 2.5912 -4.8286 2.0175
C -4.5128 0.1504 -1.1012
C -3.7782 -0.3751 0.1365
C -4.2449 0.3638 1.4000
C -3.9726 -1.8899 0.2878
C -2.3354 -0.1244 -0.0061
N -1.2005 0.0273 -0.0594
H -5.5827 -0.0029 -0.9588
H -4.2014 -0.3799 -1.9990
H -4.3338 1.2145 -1.2518
H -5.3110 0.1819 1.5350
H -4.0891 1.4384 1.3040
H -3.7222 0.0077 2.2886
H -5.0388 -2.0923 0.3907
H -3.4642 -2.2690 1.1751
H -3.6032 -2.4232 -0.5881



Stability ranking, top and bottom: B is the most stable and A is the least stable.